Arrangement w

Below is C7H11N as an isolated structure, with properties calculated with ωB97M-V with the def2-TZVPD basis set.

Output
Highest occupied orbital energy = -8.9 eV
Charge = 0
LUMO energy = 0.9029 eV
Gap between HOMO and LUMO = 0.36170 Ha

Geometry (Å):
C (-2.070, 0.342, 0.472)
C (-0.581, 0.283, 0.032)
C (0.145, 1.419, -0.215)
C (1.379, 0.412, -0.408)
C (1.344, -0.004, 1.003)
C (0.091, -0.209, 1.258)
C (0.177, -0.424, -1.029)
H (-2.222, 0.651, 1.754)
H (-3.132, 1.130, -0.019)
H (-2.491, -0.608, 0.461)
H (-0.003, 1.940, -1.070)
H (0.303, 2.302, 0.481)
H (2.411, 1.120, -0.763)
H (2.216, -0.187, 1.635)
H (-0.445, -0.376, 2.286)
H (0.063, 0.201, -2.033)
H (1.154, -2.078, -1.379)
H (-0.032, -2.193, -0.090)
N (-0.104, -1.831, -1.134)

Arrangement x

Below is C7H11N as an isolated structure, with properties calculated with ωB97M-V with the def2-TZVPD basis set.

Output
Highest occupied orbital energy = -8.4 eV
Charge = 0
LUMO energy = 1.1761 eV
Gap between HOMO and LUMO = 0.35128 Ha

Geometry (Å):
C (0.399, -1.782, 0.767)
C (1.571, -1.093, 0.233)
C (0.730, 0.068, 0.254)
C (0.156, 1.502, -0.302)
C (-1.019, 1.469, 0.492)
C (-1.429, 0.368, -0.537)
C (-0.428, -0.841, -0.324)
H (0.209, -1.457, 1.749)
H (0.446, -2.947, 0.533)
H (1.594, -1.321, -0.857)
H (2.514, -0.948, 0.761)
H (0.417, 0.061, 1.291)
H (1.005, 2.309, -0.299)
H (-1.499, 2.547, 0.588)
H (-0.901, 1.123, 1.537)
H (-2.491, 0.245, -0.663)
H (-0.220, 0.767, -2.324)
H (-0.435, -1.184, -1.432)
N (-0.621, 1.115, -1.466)

Energetically preferred structure: arrangement x | next structure: +0.0484 hartree

Arrangement w

Below is a 2-piece molecular cluster, CH3NO2S overall, with properties calculated with ωB97M-V with the def2-TZVPD basis set.

Output
Highest occupied orbital energy = -10.5 eV
Charge = 0
LUMO energy = -0.2989 eV
Gap between HOMO and LUMO = 0.37607 Ha

Geometry (Å):
C (-1.226, -0.246, 0.170)
N (-0.690, 0.108, -0.932)
O (1.978, 1.410, 0.310)
O (2.114, -0.908, 0.885)
S (2.003, 0.034, -0.148)
H (-0.488, -0.325, 1.048)
H (-2.378, -0.430, 0.385)
H (-1.313, 0.358, -1.717)

Arrangement x

Below is one molecule with the formula CH3NO2S, with properties calculated with ωB97M-V with the def2-TZVPD basis set.

Output
Highest occupied orbital energy (alpha / beta) = -8.9 / -9.3 eV
Charge = 0
LUMO energy (alpha / beta) = 0.0709 / -0.8764 eV
Gap between HOMO and LUMO (alpha / beta) = 0.32803 / 0.30948 Ha

Geometry (Å):
C (-0.001, 0.105, -0.030)
N (-0.864, -0.949, -0.722)
O (-2.262, -1.034, -0.573)
O (-2.691, -3.455, -1.495)
S (-3.361, -2.278, -1.057)
H (0.981, -0.252, -0.556)
H (-0.081, -0.023, 1.027)
H (-0.192, 1.125, -0.316)

Arrangement y

Below is a 2-piece molecular cluster, CH3NO2S overall, with properties calculated with ωB97M-V with the def2-TZVPD basis set.

Output
Highest occupied orbital energy (alpha / beta) = -8.7 / -8.7 eV
Charge = 0
LUMO energy (alpha / beta) = -1.0610 / -0.9588 eV
Gap between HOMO and LUMO (alpha / beta) = 0.28161 / 0.28558 Ha

Geometry (Å):
C (-0.349, 3.034, -0.465)
N (-1.052, 2.065, -0.763)
O (-3.102, 0.630, -1.048)
O (0.435, -1.241, -0.011)
S (-1.820, 0.986, -1.665)
H (-0.417, -0.819, 0.046)
H (0.309, 2.967, 0.337)
H (1.073, -0.650, 0.371)

Energetically preferred structure: arrangement w | next structure: +0.0786 hartree

Arrangement w

Below is C2H3N3 as an isolated structure, with properties calculated with ωB97M-V with the def2-TZVPD basis set.

Output
Highest occupied orbital energy = -10.2 eV
Charge = 0
LUMO energy = 1.1532 eV
Gap between HOMO and LUMO = 0.41785 Ha

Geometry (Å):
C (-0.847, -0.744, -0.011)
C (-0.929, 0.528, 0.200)
N (1.129, 0.051, -0.688)
N (0.669, -0.781, 0.354)
N (0.568, 0.703, 0.463)
H (-1.474, -1.501, -0.102)
H (-1.530, 1.432, 0.390)
H (2.416, 0.313, -0.606)

Arrangement x

Below is one molecule with the formula C2H3N3, with properties calculated with ωB97M-V with the def2-TZVPD basis set.

Output
Highest occupied orbital energy = -10.2 eV
Charge = 0
LUMO energy = 0.4347 eV
SMILES string = [H]/N=C(/N)C#N
Gap between HOMO and LUMO = 0.38984 Ha

Geometry (Å):
H (1.782, 0.618, -0.942)
N (1.323, -0.344, -0.727)
C (0.263, -0.079, -0.083)
N (-0.655, -1.011, 0.341)
C (-0.087, 1.245, 0.291)
N (-0.731, 2.211, 0.274)
H (-1.434, -0.820, 0.965)
H (-0.460, -1.821, -0.119)

Energetically preferred structure: arrangement x | next structure: +0.2168 hartree

Arrangement w

Below is one molecule with the formula C2H3N3, with properties calculated with ωB97M-V with the def2-TZVPD basis set.

Output
Highest occupied orbital energy (alpha / beta) = -8.8 / -9.3 eV
Charge = 0
LUMO energy (alpha / beta) = 0.0292 / 0.1216 eV
Gap between HOMO and LUMO (alpha / beta) = 0.32563 / 0.34619 Ha

Geometry (Å):
C (-0.506, -0.233, 0.426)
C (-0.941, 0.926, 0.032)
N (1.673, -0.148, -0.459)
N (0.889, -0.350, 0.696)
N (1.530, 0.935, 0.310)
H (-1.094, -1.125, 0.635)
H (-1.643, 1.673, -0.218)
H (2.564, -0.637, -0.495)

Arrangement x

Below is one molecule with the formula C2H3N3, with properties calculated with ωB97M-V with the def2-TZVPD basis set.

Output
Highest occupied orbital energy = -9.6 eV
Charge = 0
LUMO energy = -0.4984 eV
Gap between HOMO and LUMO = 0.33402 Ha

Geometry (Å):
N (0.903, 0.526, 0.927)
C (-0.457, -1.013, 0.311)
C (-0.600, -0.249, -0.759)
N (0.102, 0.866, -1.084)
N (0.963, 1.172, -0.161)
H (1.751, 0.800, 1.461)
H (-1.347, -1.459, 0.775)
H (-1.314, -0.641, -1.471)

Arrangement y

Below is one molecule with the formula C2H3N3, with properties calculated with ωB97M-V with the def2-TZVPD basis set.

Output
Highest occupied orbital energy = -9.8 eV
Charge = 0
LUMO energy = 0.8686 eV
SMILES string = c1c[nH]nn1
Gap between HOMO and LUMO = 0.39363 Ha

Geometry (Å):
C (1.115, 0.035, -0.131)
C (0.010, 0.823, 0.196)
N (-1.017, -0.049, 0.010)
N (-0.613, -1.252, -0.392)
N (0.655, -1.188, -0.517)
H (2.063, -0.313, 0.229)
H (-0.219, 1.850, 0.482)
H (-2.007, 0.068, 0.125)

Arrangement z

Below is a 2-piece molecular cluster, C2H3N3 overall, with properties calculated with ωB97M-V with the def2-TZVPD basis set.

Output
Highest occupied orbital energy = -9.2 eV
Charge = 0
LUMO energy = 0.9512 eV
Gap between HOMO and LUMO = 0.37429 Ha

Geometry (Å):
N (1.654, 0.754, -0.250)
N (0.499, 1.003, 0.098)
C (-0.682, 1.159, 0.218)
C (-0.784, -1.583, -0.413)
N (0.331, -1.873, -0.478)
H (2.031, 0.006, 0.338)
H (-1.231, 1.850, 0.838)
H (-1.818, -1.316, -0.351)

Energetically preferred structure: arrangement y | next structure: +0.0705 hartree